Entry 1:
Molecular formula: C23H54N8O31
Method: DFT, ωB97M-V with the def2-TZVPD basis set

Values from the calculation:
HOMO-LUMO gap = 10.0 eV
HOMO energy = -10.3684 eV
energy relative to the best compared isomer or geometry (same formula, charge and spin) = 3.907 eV

Structure (ORCA input):
```
! wB97M-V def2-TZVPD RIJCOSX def2/J DEFGRID3
* xyz 0 1
C 1.00224 1.22079 -3.93745
O 1.54904 0.65199 -5.13063
C 0.80852 0.09340 -6.13233
O -0.44146 0.12823 -6.21755
O 1.60261 -0.37718 -6.98643
C 1.03527 -0.68893 -8.31612
H 0.40944 2.12643 -4.06597
H 1.98648 1.49015 -3.55428
H 0.66964 0.46574 -3.22515
H 0.43464 -1.59801 -8.34654
H 1.88635 -0.79227 -8.98925
H 0.39058 0.14050 -8.60683
C -2.48282 1.86320 3.92584
O -3.67928 1.15172 3.71809
C -3.64820 -0.06542 3.20646
O -2.71854 -0.62191 2.66171
O -4.77673 -0.69431 3.40950
C -4.83162 -2.12039 3.12739
H -1.76939 1.83531 3.10223
H -1.93840 1.35868 4.72407
H -2.60882 2.91200 4.19462
H -5.84317 -2.50711 3.25115
H -4.17371 -2.65066 3.81591
H -4.48468 -2.36128 2.12256
C 1.37284 -1.29291 -0.14969
O 0.99337 -0.08942 -0.84619
C 0.23804 0.78678 -0.23649
O -0.10369 0.75406 0.95298
O -0.15353 1.69787 -1.13234
C -1.02701 2.79999 -0.68147
H 0.55393 -1.89501 0.24396
H 1.99392 -1.06156 0.71566
H 2.00552 -1.93126 -0.76641
H -1.26625 3.48201 -1.49737
H -0.56266 3.33271 0.14841
H -1.98419 2.38394 -0.36712
C -2.23307 -3.06494 -1.17663
O -2.99574 -2.06014 -1.68570
C -2.28470 -1.13970 -2.49765
O -1.09677 -1.17858 -2.77299
O -3.13777 -0.28422 -2.94744
C -2.69547 0.78315 -3.85756
H -2.88890 -3.86496 -0.83320
H -1.47544 -2.62786 -0.52620
H -1.73204 -3.47535 -2.05334
H -1.64083 0.99491 -3.68147
H -3.14524 1.77007 -3.74898
H -2.63686 0.30838 -4.83697
C 7.69822 -5.95244 2.99939
O 7.22497 -4.90399 2.15631
C 7.04651 -3.61102 2.51997
O 7.15915 -3.23264 3.69817
O 6.39188 -3.01131 1.61048
C 5.70110 -1.79631 1.81681
H 8.59902 -5.62928 3.52114
H 7.71268 -6.97592 2.62472
H 7.02371 -5.88831 3.85322
H 6.20164 -1.10389 1.13997
H 5.79218 -1.40643 2.83061
H 4.65747 -1.98906 1.56825
C -5.72360 -0.82489 -0.35946
N -5.49027 0.34093 -1.32618
O -4.59556 1.19155 -1.06831
O -6.15108 0.33317 -2.35305
H -6.02982 -0.35639 0.57587
H -4.78164 -1.35122 -0.20527
H -6.39147 -1.56714 -0.79664
C 3.29488 1.02831 5.09967
N 3.24150 0.28297 3.85153
O 3.41571 -0.90015 3.84204
O 2.87277 0.82724 2.82684
H 2.66582 1.90467 5.25584
H 4.33867 1.33508 5.16660
H 3.22793 0.38549 5.97740
C -2.10883 7.55227 -1.01466
N -0.83784 6.75078 -1.22308
O 0.01557 6.99377 -0.40076
O -0.76504 5.88541 -2.16469
H -2.14704 8.30637 -0.22854
H -2.94196 6.85405 -0.93424
H -2.25878 8.15128 -1.91288
C 1.31480 5.36361 2.20295
N 0.19497 4.63597 2.87251
O 0.44026 3.65716 3.62319
O -0.90316 4.96158 2.47505
H 1.42849 4.88632 1.22963
H 2.18385 5.16769 2.83102
H 1.08571 6.42776 2.14634
C 2.74568 -4.64562 -0.34358
N 1.42690 -5.25280 -0.52876
O 1.26730 -6.43021 -0.22031
O 0.51398 -4.58780 -1.04743
H 2.85079 -3.92839 -1.15761
H 3.48167 -5.43068 -0.51710
H 2.94910 -4.22982 0.64325
C -4.15728 4.11768 1.26233
N -4.68739 4.55769 -0.03087
O -5.81257 5.09331 -0.06555
O -3.96407 4.37818 -1.04717
H -3.41676 3.32296 1.17193
H -4.98409 3.72376 1.85335
H -3.73001 5.06217 1.59919
C 1.63798 -2.61287 -3.96727
N 2.22034 -3.80710 -4.62503
O 1.76783 -4.90540 -4.32169
O 3.02214 -3.59543 -5.53489
H 0.76868 -2.26967 -4.52821
H 2.49413 -1.95370 -3.82376
H 1.31011 -2.79211 -2.94333
C 0.09988 -1.81709 3.37216
N -0.08217 -1.78905 4.87933
O -1.05093 -1.13648 5.32585
O 0.73087 -2.38877 5.62444
H -0.88306 -2.01943 2.94673
H 0.74465 -2.64866 3.08775
H 0.45753 -0.82639 3.09165
*
```

Atom charges from the Löwdin analysis, given in e for atoms 1 to 6: atom 1 (C): -0.0434, atom 2 (O): -0.0305, atom 3 (C): -0.6271, atom 4 (O): 0.0692, atom 5 (O): 0.0359, atom 6 (C): 0.0230

Entry 2:
Molecular formula: C23H55BrInN4O6
Method: DFT, ωB97M-V with the def2-TZVPD basis set

Values from the calculation:
HOMO-LUMO gap = 7.0 eV
HOMO energy = -5.0406 eV

Structure (ORCA input):
```
! wB97M-V def2-TZVPD RIJCOSX def2/J DEFGRID3
* xyz -1 1
C -1.34050 0.77669 2.30769
C -0.50206 2.18497 2.63078
O -0.05361 2.39801 3.87037
N -0.27559 3.10506 1.43283
C 0.92827 2.46191 0.71630
C 0.02750 4.52609 1.85356
C -0.57332 5.58589 0.75235
C 0.32720 5.66499 -0.65127
C -0.63359 5.77052 -1.97686
In -0.83870 3.86187 -3.17634
C -2.54422 2.51016 -2.55258
C -3.29941 3.12570 -1.20593
O -4.70859 3.47987 -1.45102
C 1.02873 2.58644 -3.28433
C 2.42667 3.36114 -2.91728
O 3.01951 3.03386 -1.73632
Br 3.37376 4.70781 -4.06016
H -2.43781 1.07758 2.03271
H -1.27030 0.04642 3.24346
H -0.82046 0.30624 1.34661
H 1.84164 3.21783 0.66976
H 0.61162 2.27990 -0.41541
H 1.26123 1.46542 1.26279
H 1.17329 4.72714 2.09365
H -0.54038 4.76157 2.87708
H -1.69215 5.29561 0.56185
H -0.59664 6.64986 1.29161
H 1.16429 4.84864 -0.70843
H 0.89998 6.70981 -0.57524
H -1.70011 6.11894 -1.59075
H -0.23557 6.62754 -2.66715
H -1.20237 4.37940 -4.89315
H -3.32082 2.45801 -3.44099
H -2.09100 1.45485 -2.28679
H -3.27069 2.31656 -0.36072
H -2.73506 4.12082 -0.95059
H -5.10961 3.58241 -0.51698
H 1.13003 2.20302 -4.41022
H 0.89951 1.60432 -2.63824
C -4.66356 -0.04958 -8.49349
C -4.92938 1.13147 -7.56364
C -3.67418 1.60727 -6.79703
O -3.30607 0.77100 -5.69556
C -2.54665 -0.37172 -6.05595
N -6.02151 0.78011 -6.64408
H -4.55800 -0.99557 -7.95510
H -5.49758 -0.17611 -9.19395
H -3.75534 0.11228 -9.08426
H -5.26576 1.96565 -8.19135
H -3.89936 2.58616 -6.35858
H -2.82274 1.75975 -7.47107
H -1.87316 -0.17369 -6.89656
H -3.21203 -1.20557 -6.28683
H -1.94117 -0.66406 -5.19252
H -6.25757 1.60191 -6.08857
H -5.63923 0.12474 -5.95498
C 4.57985 -0.40206 5.70414
C 3.25406 0.30186 5.42675
C 2.03570 -0.64942 5.44306
O 1.90155 -1.45288 4.26640
C 2.70498 -2.62202 4.26076
N 3.35481 1.02668 4.15149
H 4.93979 -0.97779 4.84688
H 5.35795 0.33366 5.93974
H 4.49316 -1.07961 6.56058
H 3.10657 1.03698 6.22730
H 1.12960 -0.03409 5.48193
H 2.02303 -1.27427 6.34414
H 2.81409 -3.05489 5.26083
H 3.68345 -2.40151 3.83030
H 2.22233 -3.36345 3.61661
H 2.50214 1.56919 4.01617
H 3.31824 0.32872 3.40182
C 1.62800 -6.82106 4.43587
C 1.79233 -6.72497 2.92130
C 1.70333 -8.09119 2.20359
O 2.88179 -8.89464 2.32097
C 2.96955 -9.63265 3.52929
N 3.05753 -6.03927 2.61984
H 2.52050 -7.21036 4.93367
H 1.43711 -5.82833 4.86047
H 0.78052 -7.46340 4.69905
H 0.96917 -6.10407 2.54723
H 1.58531 -7.90003 1.13088
H 0.81586 -8.65458 2.51590
H 1.98882 -9.96975 3.88135
H 3.46749 -9.03677 4.29631
H 3.58992 -10.51508 3.34474
H 3.11856 -5.89498 1.61230
H 3.81553 -6.70091 2.81519
*
```

Atom charges from the Löwdin analysis, given in e for atoms 1 to 6: atom 1 (C): -0.0319, atom 2 (C): -0.3188, atom 3 (O): -0.0768, atom 4 (N): -0.1330, atom 5 (C): -0.0772, atom 6 (C): -0.2249

Entry 3:
Molecular formula: C23H55ClN2O9P
Method: DFT, ωB97M-V with the def2-TZVPD basis set

Values from the calculation:
HOMO-LUMO gap = 7.2 eV
HOMO energy = -4.6529 eV

Structure (ORCA input):
```
! wB97M-V def2-TZVPD RIJCOSX def2/J DEFGRID3
* xyz -1 1
C -1.71593 2.41114 -2.47434
N -0.40182 3.03506 -2.57923
C 0.18794 3.36724 -1.28877
C 1.58666 2.78473 -1.06086
C 1.54110 1.27271 -0.68331
O 2.09043 1.02469 0.40991
O 0.97134 0.45656 -1.42497
N 2.50965 3.17049 -2.16992
C 3.66524 3.98947 -1.76153
C 4.94009 3.33724 -1.23581
C 6.02881 4.41674 -1.16896
Cl 4.75622 2.69064 0.41586
P 2.81180 2.05007 -3.35789
O 1.71985 1.57383 -4.21504
O 3.90404 2.84849 -4.24409
O 3.65969 0.84915 -2.72900
H -1.57777 1.39198 -2.10822
H -2.39651 2.93627 -1.78759
H -2.14471 2.34924 -3.47474
H -0.52936 3.89033 -3.10233
H 0.27788 4.45636 -1.19202
H -0.43925 3.01535 -0.46417
H 1.94184 3.26608 -0.15483
H 3.30033 4.70077 -1.01673
H 3.95141 4.58243 -2.63104
H 5.31202 2.55094 -1.88661
H 6.17498 4.89234 -2.13804
H 5.78728 5.14551 -0.39492
H 6.96077 3.94462 -0.85495
H 3.64032 2.66883 -5.15577
H 3.04135 0.09909 -2.68208
C -2.14934 -0.58287 0.58720
C -3.06765 -0.45030 1.78642
O -4.13021 0.47755 1.61207
C -5.00477 0.20963 0.53565
C -5.71023 -1.13495 0.62362
H -1.70414 0.37684 0.32411
H -1.33953 -1.27709 0.81230
H -2.67326 -0.95831 -0.29354
H -2.50239 -0.08085 2.64226
H -3.46626 -1.43152 2.07321
H -4.47578 0.30009 -0.41994
H -5.74479 1.01116 0.56109
H -5.00784 -1.96876 0.59006
H -6.40197 -1.24799 -0.21298
H -6.27428 -1.20996 1.55527
C 2.07458 3.12433 3.63692
C 2.41696 4.11729 2.54241
O 1.33152 4.95193 2.15484
C 0.77921 5.76650 3.16352
C 1.76371 6.74668 3.78260
H 1.24565 2.48964 3.32279
H 2.93744 2.49010 3.84064
H 1.79171 3.61638 4.57152
H 2.69874 3.56931 1.64714
H 3.28398 4.72738 2.82561
H 0.31229 5.15202 3.94318
H -0.02599 6.32036 2.67809
H 2.58328 6.23657 4.28978
H 1.25551 7.37471 4.51665
H 2.19563 7.38895 3.01325
C 0.68932 -5.53191 1.96400
C 1.83191 -5.45337 0.96372
O 1.42998 -5.14652 -0.35320
C 0.76696 -3.89416 -0.52071
C 1.57161 -2.68240 -0.09987
H -0.04545 -6.27403 1.64537
H 1.06985 -5.81699 2.94617
H 0.17572 -4.57588 2.07135
H 2.32019 -6.42774 0.89709
H 2.59070 -4.74243 1.30976
H -0.19827 -3.90719 0.00175
H 0.54212 -3.82712 -1.58558
H 1.80921 -2.69110 0.96553
H 1.01286 -1.76857 -0.31182
H 2.51357 -2.63223 -0.64754
C -1.94268 -6.21482 -1.14233
C -2.86260 -5.98285 0.04378
O -3.83504 -4.97165 -0.15890
C -4.73388 -5.17397 -1.22998
C -5.56955 -6.43826 -1.11130
H -1.43212 -5.29199 -1.41133
H -1.19185 -6.96555 -0.89567
H -2.48877 -6.56403 -2.02099
H -2.27563 -5.64379 0.89753
H -3.34405 -6.92149 0.34608
H -4.20089 -5.15576 -2.18756
H -5.38971 -4.30277 -1.22101
H -4.95442 -7.33887 -1.12616
H -6.27162 -6.50069 -1.94391
H -6.13494 -6.43512 -0.17801
*
```

Atom charges from the Löwdin analysis, given in e for atoms 1 to 6: atom 1 (C): -0.1417, atom 2 (N): -0.1061, atom 3 (C): -0.1832, atom 4 (C): -0.2368, atom 5 (C): -0.7144, atom 6 (O): -0.0708